No. 1
Formula: C38H51F3N4O3PPt
Source: the OMol25 dataset
Level of theory: ωB97M-V/def2-TZVPD

Results
Net charge: +1
Kohn-Sham gap in eV: 5.813
HOMO in eV: -9.2
Relative energy (zero: lowest compared OMol25 entry of this formula, charge and spin) in kJ/mol: 0.0

Structure (XYZ):
```
101
Properties=species:S:1:pos:R:3:mulliken_charge:R:1
H 1.891 1.932 0.032 0.2663
H -0.536 -3.918 2.061 0.3015
H 1.653 -2.353 2.640 0.0995
H 3.408 0.435 4.521 0.3621
H -0.886 2.592 2.524 0.1957
C 4.939 -1.329 -2.042 -1.3579
H -5.889 -0.430 2.099 0.4532
H 3.059 -2.041 -2.848 0.1136
H -0.024 0.622 7.044 0.4356
H 2.533 -4.618 -2.265 0.3161
C 3.508 -1.121 -2.470 -0.0536
C -4.815 -0.380 2.228 -0.8789
H -1.465 0.105 5.152 0.5371
F -4.293 2.422 -5.177 -0.2472
H -3.118 -3.804 0.501 0.3699
H 0.144 3.909 1.949 0.6119
C -2.909 0.823 -1.422 0.1347
H 3.501 0.328 0.847 -0.0642
C 0.173 -1.801 -4.689 -1.6157
C 2.078 -3.541 -0.458 0.4487
H 1.699 -3.727 0.548 0.0969
H -2.424 1.544 3.633 0.5489
H -2.708 3.049 1.016 0.3027
C -1.006 1.210 0.054 -1.1231
H 2.825 -5.522 -0.773 0.4494
H -1.846 4.528 0.601 0.5590
C -4.002 -1.381 1.703 -0.1371
H -2.468 3.499 -0.681 0.4145
H -1.472 -3.759 -0.145 0.1347
C 2.296 4.247 -2.406 -0.7353
N 2.111 -0.318 2.285 1.0408
C 2.154 -4.815 -1.262 -1.5073
C -0.405 0.222 4.986 -0.8676
H 0.227 -0.817 -5.157 0.3043
H 3.015 -2.059 1.524 0.2230
N -0.621 -0.171 2.556 1.4092
H -2.608 -2.462 -0.548 0.3230
N -1.607 1.149 -1.316 1.4136
H -3.401 0.546 -0.498 0.3370
C 1.032 4.810 -2.369 -1.0388
C -0.676 2.714 0.360 3.4300
C -0.295 -1.696 -3.260 0.3240
H 4.167 0.184 2.482 0.5410
F -4.372 0.260 -5.248 -0.2558
C -0.132 2.866 1.788 -1.5917
H -4.459 -2.213 1.182 0.4104
H 2.429 0.879 6.739 0.4309
H 3.090 1.536 2.087 0.4399
O 0.582 -0.788 -2.547 -0.3641
H 0.750 2.250 1.961 0.0508
Pt 0.361 -0.241 0.766 0.9134
H 1.159 -2.263 -4.742 0.3194
H -0.897 -2.651 3.252 0.1194
C -3.557 1.310 -5.093 0.6527
O 1.172 -2.641 -1.122 0.0003
H 3.039 4.614 -3.102 0.4386
H 0.120 1.755 -2.254 0.0418
C 1.652 2.754 -0.631 0.7395
H -2.128 -3.869 2.848 0.3452
C 1.790 0.632 5.903 -1.0024
C 0.420 0.503 6.063 -0.9511
F -2.681 1.311 -6.103 -0.2625
H 0.781 5.624 -3.039 0.4339
H 5.355 -0.409 -1.631 0.3002
H 3.232 -1.838 3.270 0.4985
C -0.919 1.517 -2.400 -0.0710
C 3.289 0.482 1.903 -1.2548
H -4.602 0.563 -2.686 0.5632
H 5.020 -2.113 -1.288 0.2881
H -4.857 1.431 3.373 0.4537
C -2.859 0.706 3.106 -0.4456
H -0.295 -2.664 -2.768 0.1897
H -1.304 -1.285 -3.205 0.1484
H -0.523 -2.415 -5.263 0.4157
H 3.059 -3.070 -0.377 0.0410
H 1.171 -5.278 -1.345 0.3012
C 0.119 0.085 3.691 0.8213
C -1.313 -3.253 2.445 -0.9883
C -2.854 1.245 -3.757 0.2934
C -3.559 0.843 -2.632 -1.2839
C 0.075 4.340 -1.473 -0.2836
H 3.594 2.773 -1.530 0.4861
N -1.774 -2.376 1.370 1.0382
O 2.748 -0.647 -1.329 -0.0961
C 2.605 3.216 -1.524 -0.8770
C 1.520 0.112 3.564 -0.0095
C 2.333 0.402 4.648 -0.6592
C -1.528 1.592 -3.640 -0.5233
C 2.526 -1.734 2.439 -0.9967
C -4.239 0.652 2.943 -1.1663
H -0.902 4.802 -1.477 0.4660
C -2.002 3.489 0.308 -2.1359
C -2.022 -0.261 2.552 -1.4229
H -1.858 0.954 0.676 -0.7764
H 5.543 -1.622 -2.901 0.4168
C -2.282 -3.138 0.244 -1.1211
C -2.624 -1.343 1.864 0.1365
P 1.222 -1.035 -1.099 0.9533
H -0.946 1.908 -4.495 0.6289
H 3.431 -0.360 -3.246 0.3065
C 0.363 3.295 -0.600 -1.4148
```


No. 2
Formula: C38H51I2N3O6P2SV
Source: the OMol25 dataset
Level of theory: ωB97M-V/def2-TZVPD

Results
Kohn-Sham gap (spin up / spin down) in eV: 6.621 / 7.021
Spin multiplicity: 2
HOMO (spin up / spin down) in eV: -7.4 / -7.5

Structure (XYZ):
```
104
Properties=species:S:1:pos:R:3:mulliken_charge:R:1
H 0.239 -1.436 -3.940 0.1192
H -6.244 -1.729 -3.103 0.3796
P -1.991 1.474 0.144 1.9057
C -3.939 1.108 2.086 -1.5058
H -0.609 2.227 -1.562 -0.6070
O 1.753 3.130 -1.110 -0.6267
H 2.110 -6.514 -1.171 0.3760
H -3.736 4.078 0.295 0.3192
H -2.710 2.085 -2.811 0.3173
H -2.545 2.741 2.029 0.3385
P 2.269 -0.440 -1.897 1.3350
H 3.120 -5.647 -2.334 0.3612
C 3.377 -2.631 2.131 -1.0707
C -0.751 0.847 5.329 1.1094
C -1.864 -0.818 -1.236 -0.5640
O 0.839 -2.842 2.124 -0.6369
C -1.729 -1.367 5.489 -0.1678
C -2.767 0.170 -0.817 -0.5989
C 2.030 -3.283 -1.880 -0.1539
C 1.853 2.532 -0.080 0.3399
O 1.833 -0.799 1.150 -1.9173
C 2.134 -0.367 -3.743 0.4892
C -0.978 4.005 -0.455 -1.8463
C 4.047 -0.901 -1.520 0.6808
H 3.859 2.778 0.352 0.3564
H -1.624 -2.423 -2.652 0.4225
H -1.786 4.720 -0.302 0.4446
H 0.407 3.572 2.894 0.3858
C 0.179 3.032 4.980 -1.4432
H -3.411 3.420 -1.893 0.2129
H 3.751 2.164 2.665 0.3334
H 0.517 -0.206 -5.179 0.6384
C 4.673 0.257 -0.732 -1.3945
H 2.776 1.069 1.945 -0.2852
H 2.538 1.083 -5.307 0.4744
V -0.014 0.215 0.801 0.1284
H 3.801 1.023 -4.080 0.2422
H -0.273 -5.423 -0.658 0.3734
C 0.205 -4.493 -0.949 -1.3644
H -0.210 2.218 6.912 0.2426
H 0.063 0.273 -3.539 0.0071
H 1.549 -6.281 -2.820 0.3237
H -6.672 -0.674 -1.757 0.3714
C 4.955 -1.299 -2.684 -1.7551
C -1.184 -0.490 3.329 -1.6572
C -1.704 -1.488 4.074 0.4477
C -4.088 0.161 -1.257 -0.2162
H -0.510 3.817 0.516 0.1886
H -1.351 -3.282 -0.125 0.5482
H -3.321 0.247 2.320 0.2060
C 0.183 -2.074 -0.985 -0.7866
C 0.652 -0.444 -4.121 -1.2067
H 4.739 1.158 -1.348 0.3698
H 2.262 1.798 -3.709 0.1810
C -1.483 2.717 -1.125 1.6162
C -0.249 2.063 5.841 -1.0869
N 2.891 2.058 2.144 -0.1729
C -3.193 2.214 1.324 1.0337
H 5.920 -1.641 -2.298 0.4310
H -2.027 3.706 -2.948 0.5342
H -6.207 0.020 -3.307 0.3225
C 2.094 -5.806 -2.002 -1.8137
O 0.970 1.564 0.262 0.9719
H -4.817 3.586 1.591 0.5010
I -1.284 -0.168 8.182 0.0667
I -2.527 -3.168 3.181 0.0364
C -3.619 -1.677 -2.668 -1.2264
C 1.427 -2.056 -1.572 -0.5856
C 2.927 2.850 0.925 -1.3173
H 2.791 3.906 1.164 0.4180
H -4.782 0.742 1.498 0.3312
C -0.755 0.711 3.934 0.5415
H 3.430 -3.356 2.940 0.4518
H 0.577 3.968 5.346 0.4568
H 4.193 -1.911 2.200 0.3377
N -0.356 1.691 3.076 0.9147
C -0.402 -3.293 -0.650 0.5725
H 3.000 -3.284 -2.364 0.0784
C -4.555 -0.778 -2.161 0.6232
H -4.878 2.766 0.037 0.1528
C -1.249 -0.247 6.099 -0.1936
O 1.819 -1.108 3.564 -0.6849
H -4.328 1.506 3.026 0.4938
C -5.997 -0.791 -2.606 -1.6737
H 3.962 -1.753 -0.840 0.1461
C -2.306 -1.698 -2.232 -0.1883
H 3.381 -3.135 1.165 0.2037
H -0.224 4.476 -1.085 0.5086
S 1.838 -1.816 2.301 1.8112
C 0.098 2.802 3.594 -0.0545
C -4.204 3.218 0.763 -1.4630
H 4.549 -2.101 -3.301 0.3092
C -2.475 2.991 -2.253 -1.5289
H -3.925 -2.390 -3.426 0.3613
H 2.661 -1.213 -4.194 0.4660
H -2.127 -2.183 6.075 0.4463
H 5.155 -0.450 -3.338 0.3457
C 1.440 -4.509 -1.603 0.5120
H -4.775 0.916 -0.894 0.2854
O -1.000 -0.562 1.990 0.1915
H 5.683 -0.002 -0.400 0.5311
N -0.560 -0.882 -0.679 1.0735
C 2.724 0.957 -4.237 -1.3428
H 4.074 0.497 0.151 0.0899
```


No. 3
Formula: C38H52ClMoN4O7
Source: the OMol25 dataset
Level of theory: ωB97M-V/def2-TZVPD

Results
Net charge: -1
Kohn-Sham gap in eV: 7.228
HOMO in eV: -4.9
Relative energy (zero: lowest compared OMol25 entry of this formula, charge and spin) in kJ/mol: 36.9

Structure (XYZ):
```
103
Properties=species:S:1:pos:R:3:mulliken_charge:R:1
H 1.906 -1.325 5.271 0.4644
C -2.264 -4.538 2.129 -0.8950
C 1.285 0.585 2.063 1.0877
H -1.448 -4.053 -2.331 0.5300
O 2.623 0.518 1.848 -0.0183
H -2.602 -5.081 4.174 0.3692
C 1.456 3.897 1.624 2.2267
H 3.190 -3.016 3.861 0.4407
C -2.937 2.094 2.180 -1.3532
C 3.568 0.924 2.833 -0.7901
N 1.862 -0.432 -0.503 0.8484
C 0.553 4.269 0.462 1.1743
C -0.191 3.406 -3.280 0.6419
C -2.492 0.042 3.598 -1.5139
H 5.073 -1.490 -2.270 0.4556
C -0.135 3.975 -1.846 0.6228
H 2.378 -3.861 2.523 0.3304
O -2.010 0.175 -3.407 -0.7030
H 4.537 0.886 2.342 0.2383
H -2.166 2.641 2.728 0.0600
C -1.540 -3.794 1.187 0.5679
H 1.114 5.543 3.010 0.5984
H -3.556 -2.741 -0.608 0.1241
H 0.004 1.237 -3.038 -0.1202
O 2.889 2.791 -1.479 -0.8101
H 3.624 -3.188 -1.073 0.5971
N 0.257 -2.062 0.817 2.1375
C 1.004 -1.880 4.999 -2.3549
C 1.125 -2.406 3.564 2.5110
H -1.009 5.719 -2.714 0.3210
N 0.883 2.067 -0.576 2.1779
C 2.611 0.488 -1.108 0.3421
H -0.073 4.240 3.159 0.1981
C -0.520 -2.948 1.658 -0.4308
C -0.610 5.293 -1.802 -1.0615
H 1.527 2.089 -3.339 0.2482
H -1.993 4.490 -3.881 0.4375
C 2.245 -3.455 3.525 -1.8257
N -1.394 0.432 1.428 -0.3182
C 0.393 3.424 -0.660 -0.8877
H 1.409 -1.585 2.908 -1.2869
C -0.168 -3.008 3.031 0.6589
C 0.915 0.993 3.454 0.0057
C -3.738 -0.172 1.448 -1.4965
H -0.987 7.075 -0.672 0.3614
H -0.155 0.942 3.578 -0.8560
C -2.626 0.595 2.169 1.3171
H -2.005 0.754 4.266 0.4179
H -4.074 -4.184 0.262 0.4279
C 3.381 -2.137 -1.118 -0.9538
C -1.611 3.468 -3.865 -1.4040
H -4.672 -0.042 1.999 0.5127
C 2.877 4.404 1.340 -1.6727
H 1.236 2.011 3.658 0.1427
C -1.059 -3.655 -1.390 -1.5796
C -3.416 -3.813 -0.524 -1.3800
H 3.570 0.243 3.687 0.2450
O -2.180 1.403 -1.380 -0.6565
H 0.144 6.184 1.331 0.2262
C -1.942 -4.149 -0.251 0.9458
H 0.922 -2.702 5.713 0.6459
H 1.391 0.351 4.193 0.3437
C -2.007 -4.500 3.479 -1.6196
H -1.926 -0.892 3.590 0.1644
C 1.339 -2.649 0.286 -0.3989
C 2.122 1.918 -1.055 -0.8469
C -0.934 -3.746 3.921 -0.2256
H -2.305 2.864 -3.294 0.2185
H 4.349 0.933 -2.226 0.6068
H 1.995 -4.282 4.198 0.3628
H -3.728 -4.269 -1.467 0.4813
H -1.059 -2.574 -1.463 0.0988
H 3.386 1.943 3.176 0.2613
H -3.484 -0.167 4.001 0.5207
C 0.980 4.461 2.969 -2.1188
O -2.899 -0.843 -1.478 -0.7320
H -1.603 3.096 -4.892 0.3983
C 2.230 -1.710 -0.487 -0.3373
H -3.495 -1.237 1.401 0.2225
H 0.142 -1.224 5.132 0.3298
H -0.668 -3.768 4.970 0.3044
H 3.263 3.986 0.409 0.2476
H 1.495 2.814 1.679 -0.7935
H 0.360 1.853 -4.644 0.5649
C 4.164 -1.190 -1.764 -0.6813
C 0.029 5.555 0.459 -0.6240
Mo 0.071 0.176 0.551 0.9108
H 3.553 4.138 2.160 0.3849
O -0.578 -0.334 -1.597 -0.7942
H -1.866 -5.242 -0.262 0.3827
C -0.581 6.070 -0.668 -1.5369
H 1.575 4.052 3.790 0.5291
C 0.466 2.061 -3.576 -1.2488
O 1.676 -3.835 0.364 -0.8153
H -3.042 -5.199 1.766 0.4731
H 0.390 4.143 -3.848 0.4652
C 3.781 0.144 -1.754 -1.0007
H -3.904 2.269 2.659 0.4388
H -0.033 -4.005 -1.272 0.2928
H -3.864 0.193 0.430 0.2835
Cl -1.957 0.115 -1.979 1.5198
H 2.865 5.494 1.250 0.4288
H -2.966 2.474 1.158 0.2484
```


No. 4
Formula: C38H52FN10O2
Source: the OMol25 dataset
Level of theory: ωB97M-V/def2-TZVPD

Results
Net charge: +1
Kohn-Sham gap in eV: 4.989
HOMO in eV: -10.1
Relative energy (zero: lowest compared OMol25 entry of this formula, charge and spin) in kJ/mol: 505.2

Structure (XYZ):
```
103
Properties=species:S:1:pos:R:3:mulliken_charge:R:1
C -0.535 2.334 8.836 0.3684
C -3.384 -8.343 -6.601 -0.1910
F -0.469 1.090 8.015 -0.2777
C 3.703 1.876 -1.916 -0.4359
C -2.005 -3.943 -7.216 -0.3078
H -0.529 -4.728 -5.862 0.4083
C 2.578 0.669 -0.173 -0.4660
H 1.650 1.236 -2.032 0.2965
H -1.355 2.850 -6.319 0.3696
H -1.250 0.787 -1.880 0.3892
H -3.372 0.683 -3.193 0.3652
C 2.555 1.258 -1.433 0.2821
C -6.931 -1.689 -11.086 -0.3253
H -0.223 1.269 4.580 0.3378
H 6.867 2.932 7.114 0.2960
H 3.798 5.415 6.054 0.3496
H 0.039 -0.909 6.445 0.0967
H 1.057 3.802 3.337 0.4014
C 2.677 2.714 7.911 -1.1029
H -1.623 -0.583 -5.458 0.1357
H 5.623 0.877 8.151 0.3084
H -2.219 3.273 7.542 0.3559
N 0.400 0.863 3.845 -0.3026
C -0.242 -1.315 5.366 -0.7703
C -2.494 1.173 -3.598 -0.5753
H 2.010 4.773 6.405 0.1446
C -4.564 -8.914 -7.049 -0.3764
H -1.360 -1.097 5.068 0.3077
H 6.620 1.422 9.759 0.3371
O 4.783 3.726 10.129 -0.5274
H 3.718 2.346 -2.893 0.3731
C 4.834 1.878 -1.115 -0.2843
C 3.107 4.462 6.143 -0.4677
N -2.524 -7.671 -7.397 -0.4800
C 1.695 1.643 3.785 -0.5000
H -1.363 2.118 9.669 0.3006
H -4.244 -7.981 -10.296 0.3549
H -0.259 -2.534 -4.694 0.4177
H -2.152 -4.875 -7.755 0.3076
C -1.369 2.381 -5.341 -0.4875
H 0.684 2.849 -4.875 0.3794
C 0.709 -0.574 4.220 0.6051
H 3.422 4.599 3.790 0.3287
H 1.304 1.690 10.098 0.2858
H -7.603 -0.959 -9.173 0.3597
C -4.886 -8.787 -8.397 -0.1607
H -7.814 -1.372 -11.630 0.3573
N 1.851 3.518 8.886 0.0605
N -4.765 -2.753 -11.124 -0.5576
H -3.208 -0.913 -7.360 0.4175
N 2.526 1.332 7.740 0.0633
H 5.756 2.345 -1.449 0.3640
C -2.517 1.763 -4.858 -0.2687
N 4.838 3.781 7.687 -0.1570
C 1.529 3.224 4.242 0.6551
H 1.700 0.179 0.232 0.4018
C -2.592 -1.731 -6.997 -0.3863
H 0.537 3.336 10.604 0.4386
C 0.842 2.693 9.645 -0.8463
H 0.014 -2.461 5.368 0.3049
H -3.090 -8.412 -5.557 0.3504
N 4.886 1.316 0.112 -0.5902
C -4.674 -2.517 -9.797 -0.2240
C -0.238 2.382 -4.541 -0.2206
C -1.714 -1.549 -5.941 -0.0022
C -4.021 -8.099 -9.241 -0.4484
C 3.026 3.833 4.595 -0.4602
H -5.803 -9.220 -8.785 0.3619
H 2.400 0.655 8.523 0.3194
C -5.893 -2.334 -11.738 -0.2554
C -1.103 -3.860 -6.167 -0.6039
H 4.796 0.950 9.854 0.2762
H 2.605 0.971 6.742 0.1801
C -5.660 -1.883 -9.058 -0.3693
H 0.848 3.347 5.201 -0.6782
H -1.124 4.525 8.576 0.3079
H -5.942 -2.539 -12.804 0.3768
H -3.757 -2.861 -9.327 0.9430
H -3.423 1.741 -5.458 0.4263
C -1.317 1.229 -2.870 -0.1053
C -0.957 -2.638 -5.520 -0.3313
H 1.455 4.390 8.476 0.3921
H 2.533 1.109 4.442 0.2108
H 2.108 1.628 2.680 -0.0649
H -5.535 -1.721 -7.994 0.3365
H 3.822 0.282 1.545 0.6129
C 5.597 1.502 9.163 -0.9825
C 5.984 3.611 6.710 -0.7802
H 5.655 3.112 5.677 0.2342
O 1.736 -1.301 3.711 -0.5591
H -2.154 -7.022 -9.319 0.4264
H -5.216 -9.445 -6.365 0.3480
H -0.435 3.681 6.948 0.0254
N 3.698 3.376 7.013 1.0747
C -2.862 -7.565 -8.700 -0.1770
C -1.136 3.540 7.904 -0.8849
C 3.755 0.724 0.555 -0.4389
C -6.809 -1.461 -9.719 -0.4324
N -2.755 -2.905 -7.646 -0.2590
N -0.186 1.820 -3.313 -0.3637
H 6.495 4.641 6.391 0.3028
H 3.774 2.906 4.561 0.0740
C 5.060 3.040 8.985 0.5813
```